# 1
Computed, not measured: a structure of composition C26H24Cl2N6O3S2Ti, with the ωB97M-V functional and the def2-TZVPD basis.

Last column: Löwdin spin population.
Positions of all 64 atoms, in Å:
Ti (0.851, -0.107, 0.112)  0.93
Cl (-1.783, 0.691, 3.943)  0.00
Cl (-1.310, 3.600, 3.973)  0.00
S (3.630, 1.087, 0.423)  0.00
S (0.405, 0.385, -4.529)  0.11
O (1.966, -1.907, 0.289)  0.02
O (-0.720, -1.206, 0.656)  -0.01
O (-2.550, 3.713, -0.306)  0.01
N (0.557, -0.427, -2.035)  0.12
N (3.565, 3.016, 2.283)  0.00
N (-2.166, 2.496, 0.245)  0.01
N (1.661, 0.082, 2.175)  0.00
N (-1.229, 0.007, 0.451)  0.00
N (2.130, 1.293, 2.673)  0.01
C (0.523, 4.404, -2.248)  0.00
C (0.226, -3.915, -3.220)  0.00
C (1.137, -4.583, 3.338)  0.00
C (1.493, -5.019, 2.056)  0.00
C (1.723, -2.714, 1.261)  0.00
C (1.130, -3.223, 3.582)  0.00
C (3.033, 1.795, 1.869)  0.00
C (1.600, -0.894, 2.989)  0.01
C (-2.496, 0.187, 0.384)  0.02
C (-0.907, 2.045, 3.190)  0.00
C (1.797, -4.119, 1.060)  0.00
C (0.610, 1.983, -2.195)  0.04
C (0.538, 0.709, -2.794)  0.28
C (-2.965, 1.534, 0.007)  0.00
C (0.438, -1.554, -2.789)  0.01
C (0.781, 1.969, -0.774)  0.08
C (0.135, -3.688, -4.593)  0.04
C (0.508, 3.196, -2.921)  0.09
C (0.665, 4.426, -0.856)  0.10
C (0.811, 3.214, -0.161)  0.02
C (1.408, -2.282, 2.591)  0.00
C (-3.454, -0.952, 0.566)  0.00
C (-4.281, 1.674, -0.704)  0.00
C (0.373, -2.873, -2.317)  0.04
C (0.333, -1.338, -4.184)  0.02
C (0.186, -2.381, -5.078)  0.01
H (0.389, 3.179, -4.001)  0.01
H (2.936, 3.522, 2.892)  0.00
H (0.712, 5.375, -0.329)  0.01
H (0.913, -2.857, 4.582)  0.00
H (1.806, -0.707, 4.046)  0.00
H (-2.888, -1.879, 0.613)  0.00
H (0.430, 5.333, -2.803)  0.00
H (-4.020, -0.838, 1.497)  0.00
H (-4.255, 1.154, -1.664)  0.00
H (-4.500, 2.722, -0.877)  0.00
H (0.023, -4.518, -5.282)  0.00
H (0.450, -3.049, -1.253)  0.00
H (0.938, 3.266, 0.920)  0.00
H (-1.688, 4.158, -0.374)  0.00
H (1.536, -6.083, 1.843)  0.00
H (-1.199, 2.100, 2.145)  0.00
H (3.879, 3.556, 1.492)  0.00
H (-4.168, -1.003, -0.258)  0.00
H (-5.080, 1.227, -0.108)  0.00
H (0.109, -2.183, -6.141)  0.00
H (0.182, -4.932, -2.844)  0.00
H (2.079, -4.455, 0.069)  0.00
H (0.159, 1.877, 3.300)  0.00
H (0.902, -5.291, 4.123)  0.00

The spin multiplicity is 3. For the relative energy (zero: lowest compared OMol25 entry of this formula, charge and spin), the calculation gives 0.6192 eV. Its LUMO energy (spin up / spin down) is 4.42 / 4.42 eV. The charge is -2. The expectation value of S² is 2.0289. Its gap between HOMO and LUMO (spin up / spin down) is 3.68 / 6.17 eV. The HOMO energy (spin up / spin down) is 0.7 / -1.8 eV. The value obtained for the max |F| is 0.9 eV/A.

=====

# 2
Computed, not measured: a structure of composition C47H54F2N5O2PScSi at a distorted geometry, with the ωB97M-V functional and the def2-TZVPD basis.

Last column: Mulliken charge in e.
Positions of all 113 atoms, in Å:
Sc (-2.056, -2.054, -2.408)  -0.81
P (5.786, 2.064, 2.435)  0.04
Si (-2.642, 4.216, 1.892)  0.36
F (-5.407, 1.975, -1.910)  -0.39
F (-3.595, 1.804, -6.219)  -0.35
O (-0.470, -2.534, -3.806)  -0.72
O (-2.469, -3.548, -3.899)  -0.62
N (0.558, -3.423, -6.032)  0.09
N (-3.931, -2.040, -1.297)  -0.16
N (-0.960, -0.108, -1.773)  -0.27
N (-1.815, 2.776, 0.953)  -0.19
N (-1.165, -3.371, -0.946)  -0.33
C (-4.256, 3.797, 2.746)  0.89
C (7.684, 0.826, 0.743)  -0.60
C (-1.551, 5.069, 3.129)  -1.21
C (6.240, 3.453, 3.449)  -1.18
C (-0.318, 2.786, 0.661)  -0.49
C (9.688, -0.341, 1.573)  -0.68
C (-5.945, 2.455, 4.033)  -0.64
C (4.556, -0.817, 5.134)  -0.65
C (2.975, -4.765, 1.133)  -0.44
C (-1.323, -3.251, -4.384)  1.13
C (-4.740, 4.930, 3.371)  -0.59
C (-5.333, -0.425, -0.322)  -0.66
C (-3.634, 1.256, -4.978)  0.80
C (-5.914, 4.890, 4.157)  -0.66
C (-4.533, 1.339, -2.797)  0.87
C (-5.138, -2.596, 0.743)  -0.82
C (4.899, 1.169, 3.778)  0.69
C (8.857, 0.089, 0.532)  -0.22
C (0.585, -6.023, 0.556)  -0.50
C (-3.254, -0.029, -4.785)  -0.42
C (2.799, -6.089, 1.518)  -0.57
C (-0.539, -3.695, -8.203)  -0.51
C (0.747, -4.669, 0.215)  0.51
C (-4.046, 0.051, -2.508)  0.17
C (-4.228, 2.037, -3.931)  -1.35
C (-1.629, -3.550, -7.055)  -0.54
C (-0.606, 0.572, -0.460)  -0.21
C (-3.249, -0.530, -3.467)  0.70
C (-6.460, 3.643, 4.581)  -0.38
C (-0.102, 2.041, -0.604)  -0.96
C (9.453, 0.282, 2.810)  -0.22
C (8.381, 1.101, 3.024)  -0.22
C (2.872, 0.903, 5.066)  -0.84
C (-4.345, -2.943, -0.360)  -0.17
C (-2.873, 5.439, 0.441)  -1.23
C (0.766, -3.356, -7.491)  -0.61
C (1.583, -6.692, 1.255)  -0.34
C (-4.920, 2.548, 3.029)  -0.05
C (-0.856, -3.852, -5.717)  -0.31
C (5.320, -0.119, 4.163)  -0.11
C (-0.372, -4.029, -0.403)  0.16
C (1.924, -3.978, 0.614)  -0.81
C (3.690, 1.714, 4.281)  -0.33
C (-5.556, -1.228, 0.813)  -0.42
C (7.389, 1.233, 2.086)  0.37
C (3.383, -0.276, 5.553)  -0.30
C (-4.397, -0.753, -1.359)  0.24
H (-0.300, -6.666, 0.351)  0.30
H (-7.163, 3.613, 5.368)  0.42
H (-2.024, 5.120, 4.126)  0.41
H (9.003, -0.165, -0.510)  0.34
H (1.927, -2.939, 0.541)  0.54
H (-4.193, 5.892, 3.294)  0.24
H (1.440, -7.753, 1.619)  0.28
H (6.317, -0.472, 3.848)  0.33
H (3.475, 2.785, 4.015)  0.13
H (-2.509, -4.170, -7.108)  0.46
H (-0.134, -0.737, -1.920)  0.39
H (6.967, 1.046, -0.128)  0.25
H (-4.009, -4.027, -0.480)  0.30
H (1.230, -4.026, -5.608)  0.40
H (-0.758, -3.128, -9.111)  0.39
H (10.411, -1.171, 1.420)  0.37
H (-2.302, 2.625, 0.030)  0.27
H (2.014, 1.292, 5.527)  0.45
H (8.244, 1.591, 3.979)  0.31
H (-6.074, -0.895, 1.690)  0.53
H (1.136, -2.296, -7.740)  0.30
H (-1.986, 5.814, -0.075)  0.40
H (-4.584, 3.030, -4.023)  0.57
H (3.966, -4.318, 1.224)  0.37
H (3.607, -6.550, 2.089)  0.35
H (0.128, -0.030, 0.119)  0.28
H (0.577, -2.550, -5.531)  0.31
H (-6.429, 1.489, 4.157)  0.36
H (-0.537, 4.644, 3.194)  0.37
H (-5.488, -3.393, 1.448)  0.35
H (-6.386, 5.809, 4.490)  0.37
H (0.017, 3.830, 0.566)  0.41
H (-0.800, -4.956, -5.647)  0.33
H (0.194, 2.319, 1.562)  0.39
H (1.574, -4.058, -7.707)  0.34
H (-1.419, 6.096, 2.826)  0.38
H (10.140, 0.093, 3.655)  0.33
H (-3.465, 4.952, -0.340)  0.40
H (-1.981, -2.532, -6.852)  0.08
H (-1.173, 0.527, -2.522)  0.25
H (-2.170, 1.902, 1.425)  0.44
H (-3.505, 6.365, 0.669)  0.35
H (-5.810, 0.538, -0.305)  0.53
H (7.044, 4.097, 3.034)  0.38
H (-0.603, 2.604, -1.386)  0.42
H (6.395, 3.218, 4.502)  0.38
H (2.746, -0.819, 6.241)  0.35
H (5.260, 4.009, 3.504)  0.34
H (4.820, -1.829, 5.524)  0.31
H (-2.750, -0.583, -5.617)  -0.09
H (0.953, 1.973, -0.865)  0.45
H (-0.448, -4.791, -8.507)  0.27
H (-4.495, 1.681, 2.465)  0.04
H (-1.595, 0.527, 0.128)  -0.13

For the relative energy (zero: lowest compared OMol25 entry of this formula, charge and spin), the calculation gives 3.7989 eV. Its LUMO energy (spin up / spin down) is -2.49 / -2.47 eV. The charge is +1. Its gap between HOMO and LUMO (spin up / spin down) is 3.43 / 3.16 eV. The HOMO energy (spin up / spin down) is -5.9 / -5.6 eV. The value obtained for the max |F| is 4.4 eV/A.

=====

# 3
Computed, not measured: a cluster of 7 separate species, C28H42O21 in total at a distorted geometry, with the ωB97M-V functional and the def2-TZVPD basis.

Last column: Mulliken charge in e.
Positions of all 91 atoms, in Å:
O (1.669, -7.293, 2.278)  -0.39
O (0.451, -1.017, -1.629)  -0.28
O (-2.692, -3.667, -0.902)  -0.31
O (1.792, 4.805, 3.924)  -0.31
O (3.896, -7.869, 2.528)  -0.60
O (3.138, -6.066, 1.186)  -0.40
O (6.422, -1.889, -0.090)  -0.33
O (-1.761, 7.832, 0.819)  -0.32
O (5.193, -1.481, 1.765)  -0.40
O (-2.412, -3.790, -6.054)  -0.40
O (-3.015, 9.032, 2.162)  -0.57
O (0.350, -0.298, 0.368)  -0.26
O (-0.465, 4.984, 3.859)  -0.37
O (7.489, -1.693, 1.864)  -0.55
O (-3.898, 7.966, 0.321)  -0.33
O (-2.832, -3.718, -8.307)  -0.56
O (-3.133, -1.967, -6.985)  -0.33
O (0.945, -2.515, -0.010)  -0.79
O (-1.538, -5.164, 0.075)  -0.37
O (-1.749, -5.195, -2.269)  -0.62
O (0.489, 2.974, 3.377)  -0.58
C (3.008, -7.128, 1.989)  0.43
C (-0.210, 0.715, -0.361)  0.75
C (-3.269, 7.371, -0.807)  -0.43
C (-1.936, -4.709, -1.144)  0.76
C (-2.432, -2.841, -4.937)  0.67
C (0.066, 6.320, 3.926)  0.63
C (6.452, -1.655, 1.239)  0.55
C (0.617, -1.366, -0.369)  0.62
C (-1.537, 5.537, -0.187)  -1.23
C (1.819, -5.411, -0.535)  -1.04
C (1.946, -5.408, 1.025)  0.87
C (-1.126, -2.652, -4.339)  -0.89
C (-1.921, 7.030, -0.368)  0.34
C (4.349, -1.289, 0.653)  1.36
C (-2.905, 8.350, 1.165)  0.65
C (5.139, -1.773, -0.546)  -0.22
C (-0.084, 0.283, -1.842)  -0.57
C (-1.543, -4.229, 1.051)  0.36
C (-3.988, -3.582, 1.125)  -1.86
C (-2.839, -3.185, -7.231)  0.64
C (0.660, 4.136, 3.681)  0.67
C (-3.077, -1.563, -5.608)  -0.36
C (0.501, 2.010, -0.032)  -1.46
C (-0.750, 7.013, 5.097)  -1.44
C (0.939, -6.214, 1.680)  -0.14
C (1.550, 6.159, 4.249)  -0.42
C (-2.628, -3.321, 0.472)  0.63
C (4.107, 0.189, 0.637)  -1.57
H (2.190, 6.872, 3.730)  0.33
H (-0.004, 6.796, 2.947)  0.11
H (0.458, -5.612, 2.452)  0.23
H (-3.230, -3.114, -4.246)  0.15
H (-0.054, 2.833, -0.483)  0.32
H (-1.098, 0.135, -2.214)  0.35
H (-4.467, -4.561, 1.073)  0.38
H (4.692, -2.682, -0.948)  0.26
H (2.131, -4.430, 1.469)  0.04
H (-0.490, 5.236, -0.229)  0.36
H (0.245, -6.573, 0.920)  0.28
H (1.020, -4.727, -0.821)  0.03
H (-1.916, 5.262, 0.797)  0.30
H (1.557, 2.162, -0.256)  0.36
H (-1.853, -4.547, 2.046)  0.45
H (-0.533, 8.058, 5.320)  0.38
H (0.294, 1.024, -2.547)  0.31
H (3.585, 0.350, -0.306)  0.30
H (-0.489, 6.474, 6.007)  0.38
H (-1.159, -1.833, -3.621)  -0.03
H (-1.236, 7.497, -1.075)  0.28
H (3.423, -1.827, 0.856)  -0.44
H (-1.821, 7.085, 4.911)  0.33
H (1.647, -6.389, -0.984)  0.35
H (-2.433, -0.725, -5.342)  0.24
H (3.253, 0.402, 1.280)  0.44
H (-4.791, -3.027, 0.640)  0.46
H (-2.084, 5.028, -0.981)  0.37
H (-2.559, -2.234, 0.523)  0.07
H (-4.057, -1.358, -5.178)  0.29
H (-0.422, -2.330, -5.107)  0.39
H (4.916, 0.909, 0.761)  0.34
H (-3.332, 7.894, -1.761)  0.27
H (-3.818, 6.445, -0.981)  0.30
H (-0.836, -3.557, -3.804)  0.21
H (-1.265, 0.980, -0.294)  0.18
H (2.822, -5.032, -0.727)  0.36
H (1.711, 6.230, 5.324)  0.27
H (5.138, -1.010, -1.324)  0.28
H (0.247, 2.139, 1.020)  0.32
H (-4.084, -3.209, 2.145)  0.43
H (-0.544, -3.792, 1.047)  -0.26

For the relative energy (zero: lowest compared OMol25 entry of this formula, charge and spin), the calculation gives 5.2226 eV. Its LUMO energy is -0.58 eV. The charge is 0. Its SMILES is C[C@H]1COC(=O)O1.C[C@H]1COC(=O)O1.C[C@H]1COC(=O)O1.C[C@H]1COC(=O)O1.C[C@H]1COC(=O)O1.C[C@H]1COC(=O)O1.C[C@H]1COC(=O)O1. Its gap between HOMO and LUMO is 9.87 eV. The HOMO energy is -10.5 eV. The value obtained for the max |F| is 6.1 eV/A.

=====

# 4
Computed, not measured: a structure of composition C2H10N3ORe at a distorted geometry, with the ωB97M-V functional and the def2-TZVPD basis.

Last column: Löwdin spin population.
Positions of all 17 atoms, in Å:
Re (0.118, 0.184, -0.531)  2.47
O (0.067, -4.059, -0.513)  0.11
N (0.043, -1.658, -0.461)  0.07
N (-0.600, 2.175, -0.329)  0.08
N (1.826, -0.041, -1.410)  0.08
C (0.065, -2.859, -0.492)  0.09
C (-1.121, -0.235, 1.893)  0.02
H (-1.388, 2.365, 0.296)  0.00
H (2.248, 0.850, -1.662)  0.01
H (0.126, 2.851, -0.033)  0.01
H (2.504, -0.566, -0.864)  0.01
H (-0.902, 2.482, -1.232)  0.01
H (-0.135, 0.019, 1.802)  0.01
H (-1.571, 0.688, 2.408)  0.00
H (1.613, -0.549, -2.261)  0.01
H (-1.100, -1.257, 2.390)  0.00
H (-1.793, -0.389, 1.000)  0.00

The spin multiplicity is 4. Its LUMO energy (spin up / spin down) is -3.63 / -4.04 eV. The charge is +1. The expectation value of S² is 3.7695. Its gap between HOMO and LUMO (spin up / spin down) is 8.34 / 7.29 eV. The HOMO energy (spin up / spin down) is -12.0 / -11.3 eV. The value obtained for the max |F| is 4.5 eV/A.

=====

# 5
Computed, not measured: an isolated molecule of C5H9B at a distorted geometry, with the ωB97M-V functional and the def2-TZVPD basis.

Last column: Mulliken charge in e.
Positions of all 15 atoms, in Å:
C (-1.092, 1.001, -0.942)  -0.49
C (-1.659, -0.918, 0.481)  -0.71
C (-2.116, 0.115, -0.182)  -0.16
C (0.386, 0.689, -0.539)  -0.46
C (1.849, -1.034, 1.011)  -0.69
B (0.567, -0.452, 0.439)  0.03
H (-2.149, -1.680, 1.105)  0.34
H (1.868, -0.373, 1.925)  0.25
H (1.765, -2.125, 1.254)  0.24
H (-3.147, 0.517, -0.452)  0.27
H (-1.529, 1.988, -0.614)  0.28
H (1.095, 1.552, -0.392)  0.29
H (0.666, 0.102, -1.525)  0.23
H (-1.233, 0.883, -2.129)  0.25
H (2.506, -0.916, 0.237)  0.32

For the relative energy (zero: lowest compared OMol25 entry of this formula, charge and spin), the calculation gives 3.0217 eV. Its LUMO energy is 0.62 eV. The charge is 0. Its gap between HOMO and LUMO is 8.99 eV. The HOMO energy is -8.4 eV. The value obtained for the max |F| is 4.4 eV/A.

=====

# 6
Computed, not measured: an isolated molecule of C9H8N2O at a distorted geometry, with the ωB97M-V functional and the def2-TZVPD basis.

Last column: Mulliken charge in e.
Positions of all 20 atoms, in Å:
O (-0.608, 1.066, -1.227)  -0.31
N (-2.407, 1.983, 0.196)  -0.48
N (-1.594, 1.024, 0.874)  -0.23
C (1.496, -0.905, -0.424)  -0.64
C (0.314, -1.005, 2.046)  -0.74
C (2.136, -2.007, -0.022)  -0.37
C (-2.122, 2.778, -2.166)  -0.92
C (-0.668, 0.390, -0.038)  0.33
C (2.181, -2.501, 1.296)  -0.60
C (0.453, -0.502, 0.497)  0.51
C (-1.823, 1.983, -1.067)  0.61
C (1.285, -1.923, 2.148)  -0.33
H (-2.358, 2.092, -2.904)  0.31
H (-0.416, -0.759, 2.641)  0.59
H (2.864, -2.363, -0.781)  0.28
H (1.400, -0.528, -1.366)  0.54
H (2.921, -3.090, 1.648)  0.48
H (1.304, -2.404, 3.014)  0.43
H (-1.219, 3.337, -2.517)  0.27
H (-3.140, 3.336, -1.849)  0.27

For the relative energy (zero: lowest compared OMol25 entry of this formula, charge and spin), the calculation gives 5.7879 eV. Its LUMO energy is -0.28 eV. The charge is 0. Its SMILES is Cc1nnc(-c2ccccc2)o1. Its gap between HOMO and LUMO is 7.93 eV. The HOMO energy is -8.2 eV. The value obtained for the max |F| is 12.0 eV/A.